Below is a 11-piece molecular cluster, C41H62F4N3O9S2 overall at a distorted geometry, with properties calculated with ωB97M-V with the def2-TZVPD basis set.

The geometry in XYZ format:
```
121
Properties=species:S:1:pos:R:3:lowdin_charge:R:1
C 0.166 0.041 1.373 0.010
C -0.405 -0.890 0.455 -0.286
O -0.237 -0.632 -0.808 0.071
N -0.999 -2.168 0.891 0.062
H -0.433 -2.928 1.007 0.021
H -1.367 -2.104 1.833 0.056
C -2.046 -2.783 0.004 -0.002
H -0.478 0.704 1.895 0.075
H 0.973 0.641 0.976 0.090
H 0.651 -0.486 2.169 0.084
H -3.079 -2.272 0.027 0.094
H -2.074 -3.978 0.175 0.119
H -1.867 -2.685 -1.207 0.142
C -1.694 -1.861 7.017 0.018
C -2.130 -0.406 6.586 -0.323
O -2.513 0.382 7.488 0.097
N -1.863 0.019 5.195 0.003
H -0.866 0.278 5.003 0.190
H -1.894 -0.818 4.394 0.070
C -2.478 1.292 4.725 0.044
H -2.263 -2.305 8.003 0.159
H -0.677 -2.013 7.135 0.042
H -1.988 -2.413 6.066 0.072
H -2.134 1.373 3.768 0.070
H -2.080 1.775 5.413 0.007
H -3.592 1.234 4.904 0.151
C 1.326 -6.995 -0.897 0.032
C 0.266 -7.523 0.002 -0.303
O 0.072 -8.707 0.208 0.147
N -0.581 -6.414 0.752 0.019
H 0.001 -5.367 0.923 0.081
H -1.106 -5.795 0.236 0.086
C -1.243 -6.773 1.972 -0.032
H 1.877 -7.772 -1.358 0.093
H 2.034 -6.325 -0.373 0.116
H 0.811 -6.477 -1.559 0.043
H -1.930 -7.237 1.738 -0.053
H -1.305 -5.838 2.799 0.181
H -0.755 -7.571 2.606 0.132
O -1.878 -1.868 3.400 -0.342
H -1.886 -2.771 3.799 -0.011
O 0.711 -4.237 1.227 -0.322
H 1.306 -3.613 1.637 -0.029
F -5.277 -1.772 -0.423 0.040
C -5.463 -0.735 -1.265 -0.294
C -4.335 0.035 -1.663 0.017
C -4.406 1.251 -2.472 -0.025
C -5.713 1.488 -3.000 -0.082
C -6.823 0.670 -2.581 -0.107
C -6.701 -0.402 -1.702 -0.054
H -3.477 -0.390 -1.545 0.020
H -3.593 1.837 -2.569 0.046
H -6.111 2.364 -3.786 0.158
H -7.829 1.084 -2.980 0.128
H -7.639 -0.998 -1.339 0.156
F 4.829 5.326 -0.686 0.042
C 4.292 4.896 0.495 -0.284
C 3.965 3.543 0.605 0.006
C 3.252 3.053 1.762 -0.041
C 2.909 4.027 2.770 -0.091
C 3.192 5.423 2.626 -0.089
C 3.955 5.852 1.463 -0.018
H 4.214 2.977 -0.263 0.092
H 3.048 1.991 1.943 0.071
H 2.314 3.801 3.512 0.030
H 3.191 5.909 3.628 0.113
H 4.137 7.154 1.397 0.200
F -2.683 -0.612 -8.915 0.084
C -2.540 -1.109 -7.708 -0.367
C -2.103 -2.414 -7.606 0.006
C -1.878 -2.871 -6.288 -0.101
C -2.242 -2.186 -5.168 -0.093
C -2.741 -0.840 -5.256 -0.021
C -2.933 -0.375 -6.630 -0.007
H -1.640 -3.033 -8.543 0.175
H -1.517 -3.781 -6.116 0.055
H -2.156 -2.384 -4.126 0.074
H -2.858 -0.156 -4.502 0.047
H -3.011 0.793 -6.673 0.149
F 0.578 2.084 -1.969 0.043
C 1.663 1.852 -2.716 -0.238
C 2.374 2.904 -3.360 -0.066
C 3.469 2.567 -3.922 -0.164
C 4.121 1.325 -3.890 -0.008
C 3.357 0.174 -3.315 -0.037
C 2.248 0.552 -2.555 -0.033
H 1.820 3.940 -3.434 0.165
H 4.038 3.341 -4.465 0.126
H 5.038 1.002 -4.318 0.089
H 3.606 -0.779 -3.077 0.042
H 1.870 -0.329 -2.014 0.091
C 5.399 -0.922 2.148 -0.191
C 3.968 -1.063 1.741 -0.271
C 3.777 -0.436 0.511 -0.277
S 5.297 -0.475 -0.376 0.757
O 5.886 0.912 -0.605 -0.346
O 5.207 -1.405 -1.494 -0.325
C 6.289 -1.224 0.924 -0.178
H 5.879 -1.483 2.926 0.123
H 5.646 0.010 2.446 0.082
H 3.311 -1.028 2.640 0.148
H 3.908 -2.063 1.592 0.087
H 3.430 0.610 0.764 0.099
H 3.050 -0.842 -0.129 0.082
H 7.157 -0.653 0.761 0.088
H 6.359 -2.275 0.617 0.117
C -1.379 6.395 0.664 -0.208
C 0.004 5.779 0.716 -0.243
C -0.015 4.636 -0.130 -0.225
S -1.689 4.056 -0.057 0.643
O -1.707 2.949 0.804 -0.315
O -2.358 3.939 -1.359 -0.305
C -2.425 5.319 0.766 -0.261
H -1.471 7.160 -0.113 0.125
H -1.556 7.093 1.540 0.136
H 0.301 5.744 1.753 0.113
H 0.848 6.382 0.389 0.130
H 0.592 3.871 0.305 0.105
H 0.192 4.856 -1.042 0.053
H -2.581 5.071 1.812 0.112
H -3.485 5.320 0.524 0.127
```

- E_tot: -98936.1548 eV
- Charge: +1

***

Below is C41H62N3O8P4Pb as an isolated structure, with properties calculated with ωB97M-V with the def2-TZVPD basis set.

The geometry in XYZ format:
```
119
Properties=species:S:1:pos:R:3:lowdin_charge:R:1
Pb -0.111 -0.521 0.355 1.093
O -2.095 1.089 3.026 0.046
C -2.072 1.404 1.851 -0.630
O -2.042 0.581 0.841 -0.332
C -2.071 2.860 1.445 -0.152
C -2.559 3.782 2.361 -0.011
C -2.601 5.132 2.048 -0.057
C -2.129 5.566 0.819 -0.060
C -1.615 4.653 -0.091 -0.067
C -1.581 3.293 0.205 -0.303
P -0.866 2.105 -0.990 1.054
C 0.120 3.176 -2.097 -0.378
C 1.314 3.667 -1.567 -0.120
C 2.142 4.489 -2.311 -0.076
C 1.798 4.822 -3.616 -0.072
C 0.617 4.337 -4.157 -0.072
C -0.222 3.529 -3.400 -0.086
C -2.265 1.601 -2.041 -0.373
C -2.008 0.739 -3.108 -0.129
C -3.036 0.302 -3.928 -0.087
C -4.341 0.709 -3.678 -0.107
C -4.610 1.542 -2.601 -0.070
C -3.576 1.985 -1.784 -0.057
H -2.904 3.416 3.319 0.123
H -2.997 5.843 2.761 0.110
H -2.157 6.617 0.566 0.110
H -1.230 5.009 -1.038 0.106
H 1.611 3.391 -0.562 0.087
H 3.059 4.867 -1.877 0.106
H 2.445 5.461 -4.203 0.107
H 0.335 4.600 -5.168 0.108
H -1.151 3.187 -3.836 0.103
H -0.994 0.403 -3.298 0.107
H -2.819 -0.352 -4.763 0.109
H -5.146 0.378 -4.321 0.111
H -5.625 1.855 -2.396 0.111
H -3.795 2.631 -0.944 0.111
C 3.607 -0.521 3.065 -0.123
O 2.908 0.709 3.251 -0.328
P 1.308 0.740 2.976 0.714
O 0.996 2.198 3.564 -0.305
C 1.218 3.343 2.740 -0.099
O 0.688 -0.201 4.095 -0.360
C 0.754 0.102 5.503 -0.067
H 4.606 -0.384 3.473 0.094
H 3.678 -0.773 2.004 0.046
H 3.113 -1.336 3.599 0.083
H 0.607 4.149 3.138 0.094
H 0.908 3.144 1.709 0.055
H 2.271 3.625 2.764 0.086
H 0.560 -0.828 6.027 0.077
H -0.015 0.835 5.739 0.095
H 1.737 0.492 5.765 0.090
C 5.050 -2.667 -2.180 -0.074
C 4.756 -1.958 -0.879 -0.304
O 4.516 -0.558 -1.116 -0.307
P 3.033 0.028 -0.793 0.740
O 3.438 1.583 -0.627 -0.336
C 4.529 2.010 0.210 -0.275
C 5.638 2.563 -0.651 -0.060
O 2.229 0.123 -2.184 -0.357
C 2.599 0.951 -3.319 -0.256
C 3.411 0.161 -4.317 -0.062
H 5.332 -3.703 -1.985 0.081
H 5.875 -2.184 -2.702 0.083
H 4.179 -2.664 -2.835 0.070
H 5.599 -2.026 -0.189 0.118
H 3.884 -2.397 -0.382 0.091
H 4.884 1.173 0.815 0.101
H 4.122 2.763 0.888 0.112
H 6.055 1.781 -1.283 0.077
H 6.437 2.967 -0.027 0.084
H 5.263 3.364 -1.289 0.072
H 3.128 1.831 -2.956 0.101
H 1.654 1.290 -3.745 0.107
H 4.351 -0.172 -3.881 0.065
H 3.640 0.789 -5.180 0.084
H 2.859 -0.711 -4.670 0.080
C -2.935 -3.064 1.872 -0.250
P -1.248 -2.559 2.370 0.849
C -0.325 -4.097 2.013 -0.279
C -1.393 -2.554 4.182 -0.388
C -0.726 -3.469 4.991 -0.095
C -0.882 -3.431 6.371 -0.085
C -1.702 -2.475 6.951 -0.087
C -2.357 -1.549 6.148 -0.074
C -2.199 -1.581 4.772 -0.101
H -3.270 -3.908 2.476 0.057
H -2.933 -3.344 0.819 0.018
H -3.621 -2.229 2.009 0.047
H -0.783 -4.970 2.480 0.054
H 0.712 -4.021 2.342 0.045
H -0.323 -4.241 0.930 0.010
H -0.082 -4.224 4.559 0.089
H -0.364 -4.152 6.990 0.106
H -1.828 -2.448 8.025 0.107
H -2.985 -0.791 6.596 0.111
H -2.667 -0.821 4.159 0.087
C 0.237 -3.126 -2.046 -0.081
N -1.142 -3.534 -2.218 -0.158
C -1.359 -4.971 -2.151 -0.048
C -2.131 -2.656 -1.843 -0.447
N -1.832 -1.609 -1.135 0.037
N -3.395 -2.944 -2.270 -0.139
C -4.508 -2.159 -1.765 -0.032
C -3.636 -3.598 -3.548 -0.047
H 0.866 -3.725 -2.705 0.098
H 0.591 -3.281 -1.016 0.063
H 0.364 -2.078 -2.303 0.059
H -0.833 -5.391 -1.287 0.087
H -0.985 -5.463 -3.050 0.097
H -2.416 -5.191 -2.045 0.083
H -2.606 -0.952 -1.081 0.031
H -5.426 -2.730 -1.902 0.101
H -4.608 -1.205 -2.293 0.065
H -4.388 -1.966 -0.701 0.086
H -2.694 -3.827 -4.039 0.088
H -4.206 -2.925 -4.193 0.091
H -4.206 -4.521 -3.423 0.094
```

- ΔE to the lowest compared entry with this formula, charge and spin: 0.00 kcal per mole
- E_tot: -106776.2639 eV
- Charge: +1

***

| no. | gap between HOMO and LUMO (eV) | LUMO energy (eV) | HOMO energy (Ha) |
| --- | --- | --- | --- |
| 1 | 7.31 | -2.9 | -0.3736 |
| 2 | 8.09 | -1.9 | -0.3657 |